Entry 1:
This record from the Open Molecules 2025 dataset describes the ion C3H6INO3P with charge -1 in a non-equilibrium geometry. The level of theory is ωB97M-V/def2-TZVPD.

Values from the calculation:
Molar mass (g mol⁻¹): 262.0
Charge: -1
ΔE to the lowest compared entry with this formula, charge and spin (kJ/mol): 271.8
E_LUMO (alpha / beta) (eV): 0.434 / 0.430
E_HOMO (alpha / beta) (Eh): -0.1484 / -0.1478

Element x y z (Å)
1 O -1.93138 2.28749 0.62079
2 P -1.19472 1.14281 0.14969
3 O -2.09619 0.17044 -0.67121
4 I -4.08107 -1.40503 -0.39075
5 N 0.18896 1.50422 -0.77904
6 C 1.05679 0.44304 -1.10951
7 C 1.47477 -0.24955 0.23673
8 C 0.30044 -0.93036 0.88283
9 O -0.49408 0.17292 1.29836
10 H 2.03992 0.62569 -1.52713
11 H 0.59232 -0.27572 -1.71624
12 H 2.32659 -0.98938 0.06012
13 H 1.85082 0.50860 0.86498
14 H -0.43947 -1.47969 0.18770
15 H 0.40629 -1.52547 1.89267

Okay, here come the natural (NBO) numbers, in e, for every atom: -1.12 2.42 -0.94 -0.12 -0.77 -0.25 -0.43 -0.08 -0.84 0.17 0.20 0.17 0.21 0.20 0.18

***

Entry 2:
This record from the Open Molecules 2025 dataset describes an isolated molecule of C5H10O2 in a non-equilibrium geometry. The level of theory is ωB97M-V/def2-TZVPD.

Values from the calculation:
Molar mass (g mol⁻¹): 102.1
ΔE to the lowest compared entry with this formula, charge and spin (kJ/mol): 164.9
E_LUMO (eV): 0.843
E_HOMO (Eh): -0.3652

Element x y z (Å)
1 C 0.00807 -1.77705 -1.13795
2 C -0.48023 -0.93384 -0.01679
3 O -1.55657 -1.32963 0.41870
4 C 0.02010 0.39368 0.53171
5 C 1.51674 0.62768 0.42351
6 C -0.77787 1.48012 -0.21219
7 O -0.31978 0.38906 1.90252
8 H -1.07520 -2.05685 -1.26179
9 H 0.40077 -2.73074 -0.78379
10 H 0.71342 -1.34752 -1.87308
11 H 2.07203 -0.16720 0.92874
12 H 1.75628 1.57816 0.91155
13 H 1.84062 0.68524 -0.62099
14 H -0.55285 2.45257 0.23585
15 H -1.85062 1.28559 -0.10909
16 H -0.53367 1.51461 -1.28078
17 H -1.18123 -0.06390 1.94388

Okay, here come the natural (NBO) numbers, in e, for every atom: -0.77 0.59 -0.60 0.14 -0.62 -0.62 -0.71 0.29 0.25 0.23 0.22 0.23 0.21 0.23 0.22 0.21 0.49

***

Entry 3:
This record from the Open Molecules 2025 dataset describes a cluster of 3 separate species, C21H39N4O8P2 in total. The level of theory is ωB97M-V/def2-TZVPD.

Values from the calculation:
Molar mass (g mol⁻¹): 537.5
Charge: -1
E_LUMO (eV): 2.146
E_HOMO (Eh): -0.1234

Element x y z (Å)
1 C -1.36266 -4.70866 1.94892
2 C -0.63156 -3.70358 1.47261
3 P -0.92751 -2.54412 -0.04050
4 C -1.61437 -3.94509 -1.15734
5 C -0.97620 -4.17201 -2.51587
6 O -1.74890 -5.11710 -3.29863
7 C 0.95150 -2.97413 -0.60030
8 C 2.01093 -2.14390 -0.00162
9 O 2.15607 -1.79622 1.12449
10 O 3.07002 -1.82483 -0.95563
11 C 2.91287 -0.74860 -1.76035
12 C 3.50112 -0.97670 -3.12745
13 O 2.42151 0.28981 -1.40276
14 C -2.71095 -2.05239 0.54697
15 C -2.82824 -0.95200 1.60037
16 C -2.30724 -1.30622 2.99668
17 O -2.24124 0.25206 1.12727
18 C -2.80215 1.44617 1.62776
19 C -1.69222 2.44041 1.84291
20 C -0.88507 2.77810 0.75584
21 C 0.17104 3.66133 0.92116
22 C 0.42223 4.22162 2.17154
23 C -0.37621 3.89000 3.25552
24 C -1.43097 2.99438 3.09035
25 P -1.14080 -0.86911 -1.65190
26 C -2.56213 -1.23615 -2.80013
27 O 0.15260 -1.02884 -2.74941
28 H -0.96725 -5.38370 2.70586
29 H -2.36507 -4.93760 1.59622
30 H 0.28289 -3.46875 2.02259
31 H -0.38995 -1.47302 0.76301
32 H -1.60419 -4.91836 -0.65982
33 H -2.67646 -3.72476 -1.30621
34 H 0.00406 -4.63116 -2.39735
35 H -0.85858 -3.25832 -3.09803
36 H -2.29131 -4.61138 -3.90730
37 H 1.12723 -3.98629 -0.21702
38 H 1.11276 -3.02125 -1.67253
39 H 2.93129 -0.45178 -3.88826
40 H 4.52777 -0.60896 -3.16150
41 H 3.54144 -2.03961 -3.35450
42 H -3.34858 -1.73315 -0.28802
43 H -3.23848 -2.91831 0.96169
44 H -3.91053 -0.75505 1.70576
45 H -2.82427 -0.71261 3.75503
46 H -2.44047 -2.36625 3.20295
47 H -1.24372 -1.06939 3.05278
48 H -3.49347 1.82764 0.86335
49 H -3.35977 1.28199 2.55456
50 H -1.08625 2.31695 -0.20470
51 H 0.80115 3.88923 0.07092
52 H 1.24989 4.91093 2.28653
53 H -0.19602 4.30326 4.23644
54 H -2.04778 2.72378 3.93891
55 H -3.43616 -0.65666 -2.49486
56 H -2.27418 -0.86481 -3.78771
57 H -2.86047 -2.28137 -2.90574
58 H 0.54295 -0.15367 -2.82574
59 C -2.37841 6.74719 4.47413
60 O -1.92985 5.78883 5.07119
61 N -2.49386 6.74984 3.11239
62 N -2.79642 7.89056 5.10999
63 H -2.85640 7.52009 2.58528
64 H -2.18155 5.92225 2.63149
65 H -2.72022 7.91036 6.10872
66 H -3.16625 8.68715 4.62915
67 C 7.33399 -0.04565 -4.44741
68 O 6.42350 -0.63379 -4.99723
69 N 8.21469 0.75208 -5.13383
70 N 7.55211 -0.12842 -3.09876
71 H 8.96790 1.24796 -4.69870
72 H 8.07715 0.83589 -6.12270
73 H 6.92275 -0.70021 -2.56606
74 H 8.29092 0.35409 -2.62547

Okay, here come the Mulliken numbers, in e, for every atom: -1.13 -0.55 1.94 -0.88 -0.73 -0.62 -1.35 0.32 -0.52 -0.37 0.82 -0.80 -0.60 -1.92 0.20 -1.65 0.27 -1.17 1.15 -0.30 -0.55 -0.33 -0.85 -0.48 0.42 -1.43 -0.53 0.28 0.26 0.23 -0.14 0.46 0.31 0.31 0.34 0.35 0.60 0.40 0.30 -0.06 0.36 0.44 0.50 0.60 0.46 0.44 0.27 0.20 0.47 0.20 0.43 0.38 0.39 0.34 0.35 0.41 0.35 0.31 0.60 -0.58 -0.31 -0.43 0.16 0.20 0.22 0.14 0.65 -0.61 -0.40 -0.35 0.15 0.22 0.23 0.16

***

Entry 4:
This record from the Open Molecules 2025 dataset describes a structure of composition C18H26Cl4Ge2NO4Pt in a non-equilibrium geometry. The level of theory is ωB97M-V/def2-TZVPD.

Values from the calculation:
2S+1: 3
Molar mass (g mol⁻¹): 802.5
Charge: +1
ΔE to the lowest compared entry with this formula, charge and spin (kJ/mol): 313.4
E_LUMO (alpha / beta) (eV): -3.940 / -6.997
E_HOMO (alpha / beta) (Eh): -0.4000 / -0.4476

Element x y z (Å)
1 Pt 0.59475 -0.13499 -2.13581
2 C 1.63393 -4.08613 0.75199
3 C 1.70626 -3.13861 -0.44066
4 Ge 0.11198 -1.93382 -0.65994
5 C -1.50409 -2.95722 -1.28476
6 C -2.10753 -3.87618 -0.22529
7 C -0.28428 -1.20429 1.11905
8 C -0.16557 0.13489 1.39010
9 Ge 0.52383 1.31161 -0.12078
10 C 2.31469 2.11456 0.24348
11 C 2.42852 3.06983 1.43044
12 C -0.90192 2.49723 -0.90434
13 C -1.42932 3.61628 -0.00591
14 C -0.50173 0.71417 2.66212
15 C -0.95724 -0.06696 3.75617
16 C -1.26419 0.52690 4.95550
17 C -1.13537 1.90916 5.11034
18 C -0.69743 2.70186 4.04724
19 C -0.39046 2.11385 2.84562
20 H 2.53842 -4.69582 0.78643
21 H 0.78535 -4.76686 0.68335
22 H 1.56376 -3.53874 1.69305
23 H 1.80640 -3.68328 -1.37962
24 H 2.54919 -2.45198 -0.35319
25 H -1.20553 -3.51358 -2.17297
26 H -2.22110 -2.19210 -1.58823
27 H -1.40298 -4.63974 0.10372
28 H -2.98013 -4.38822 -0.63540
29 H -2.43136 -3.30928 0.64894
30 H -0.58437 -1.89651 1.90575
31 H 2.56501 2.62791 -0.68083
32 H 2.99757 1.27414 0.35452
33 H 1.76329 3.92953 1.32891
34 H 3.44944 3.45143 1.46744
35 H 2.22435 2.57555 2.38121
36 H -1.70995 1.83682 -1.21399
37 H -0.42654 2.90613 -1.79672
38 H -1.94009 3.22080 0.87313
39 H -2.15083 4.21654 -0.56303
40 H -0.62994 4.28505 0.31840
41 H -1.05731 -1.13867 3.66179
42 H -1.60354 -0.07573 5.78693
43 H -1.37512 2.36524 6.06165
44 H -0.60094 3.77169 4.17265
45 H -0.05864 2.72281 2.01482
46 O 4.07366 1.18745 -3.60567
47 Cl 2.83523 0.71918 -3.15120
48 O 2.19240 -0.17131 -4.08496
49 O 1.90834 1.81490 -2.88723
50 O 2.98071 -0.01315 -1.88585
51 Cl -3.51571 -0.20529 -5.99901
52 C -2.10119 -1.13592 -5.45584
53 Cl -0.86977 -1.19393 -6.71863
54 Cl -2.59978 -2.77774 -4.99475
55 C -1.56525 -0.47624 -4.27871
56 N -1.17790 0.04677 -3.33140

Okay, here come the natural (NBO) numbers, in e, for every atom: 0.53 -0.62 -0.77 1.15 -0.79 -0.61 -0.37 -0.33 1.29 -0.81 -0.62 -0.81 -0.62 -0.07 -0.06 -0.24 -0.06 -0.21 -0.12 0.23 0.21 0.20 0.24 0.24 0.23 0.22 0.21 0.23 0.20 0.20 0.26 0.25 0.20 0.24 0.20 0.23 0.25 0.20 0.23 0.20 0.22 0.24 0.24 0.24 0.23 -0.75 2.52 -0.84 -0.85 -0.82 0.10 -0.23 0.12 0.09 0.36 -0.38

***

Entry 5:
This record from the Open Molecules 2025 dataset describes the ion C7H5Cl2NP with charge +1 in a non-equilibrium geometry. The level of theory is ωB97M-V/def2-TZVPD.

Values from the calculation:
2S+1: 3
Molar mass (g mol⁻¹): 205.0
Charge: +1
E_LUMO (alpha / beta) (eV): -4.440 / -9.042
E_HOMO (alpha / beta) (Eh): -0.4408 / -0.5237

Element x y z (Å)
1 C 0.24283 -1.86523 0.46290
2 C -1.99578 0.22550 -0.28090
3 C -1.50525 -0.39336 0.81847
4 C -1.13526 0.99575 -1.05938
5 C -0.11369 -0.54093 0.99598
6 C 0.19488 0.97465 -0.81268
7 C 0.72648 0.33995 0.21008
8 N 0.45166 -2.83326 -0.08806
9 P 2.57150 0.33409 0.67247
10 Cl 2.97596 2.10668 0.01508
11 Cl 3.32477 -0.95178 -0.65123
12 H -3.08863 0.20450 -0.48239
13 H -2.12208 -0.90603 1.52341
14 H -1.46982 1.58575 -1.92367
15 H 0.19912 -0.83492 2.00938
16 H 0.74331 1.55864 -1.40944

Okay, here come the natural (NBO) numbers, in e, for every atom: 0.24 -0.19 -0.09 -0.14 -0.44 -0.20 -0.24 -0.25 1.15 -0.06 -0.05 0.26 0.24 0.25 0.29 0.23

***

Entry 6:
This record from the Open Molecules 2025 dataset describes the ion C4H9N4 with charge +1 in a non-equilibrium geometry. The level of theory is ωB97M-V/def2-TZVPD.

Values from the calculation:
Molar mass (g mol⁻¹): 113.1
Charge: +1
ΔE to the lowest compared entry with this formula, charge and spin (kJ/mol): 257.5
E_LUMO (eV): -4.140
E_HOMO (Eh): -0.5362

Element x y z (Å)
1 C -0.60919 -1.91064 1.43596
2 C 0.16236 -0.60699 1.25413
3 C -0.34390 0.15392 -0.00553
4 C 0.42756 0.91335 -1.09780
5 N -0.24397 1.78431 -1.78600
6 N 1.69373 0.69743 -1.19431
7 N -1.61371 -0.39608 -0.56684
8 N -1.75203 0.63658 0.01839
9 H -0.32063 -2.54571 0.69135
10 H -1.63993 -1.67117 1.52965
11 H -0.40933 -2.27901 2.54484
12 H 1.33764 -0.72401 1.09901
13 H 0.09155 0.16398 2.11781
14 H -1.20873 1.89616 -1.48330
15 H 0.27560 2.38380 -2.38677
16 H 1.97008 0.13612 -0.42031
17 H 2.18290 1.36797 -1.75028

Okay, here come the natural (NBO) numbers, in e, for every atom: -0.62 -0.41 0.00 0.54 -0.71 -0.70 0.04 -0.04 0.23 0.23 0.25 0.20 0.25 0.45 0.43 0.44 0.43

***

Entry 7:
This record from the Open Molecules 2025 dataset describes a cluster of 2 separate species, CH3FOS2 in total in a non-equilibrium geometry. The level of theory is ωB97M-V/def2-TZVPD.

Values from the calculation:
Molar mass (g mol⁻¹): 114.2
ΔE to the lowest compared entry with this formula, charge and spin (kJ/mol): 470.1
E_LUMO (alpha / beta) (eV): -4.683 / -4.796
E_HOMO (alpha / beta) (Eh): -0.3741 / -0.3608

Element x y z (Å)
1 C 0.59561 0.60827 0.42024
2 O -0.02033 -1.91089 0.26324
3 F 0.17563 -0.01712 -3.00803
4 S -2.40944 -0.53481 0.66170
5 S -0.62542 -0.62692 -0.18697
6 H 0.07557 1.47219 1.05155
7 H 1.02780 -0.10171 1.13744
8 H 1.18058 1.11099 -0.33917

Okay, here come the natural (NBO) numbers, in e, for every atom: -0.75 -0.76 -0.62 -0.08 1.38 0.27 0.27 0.30